(1)
2 unconnected molecules or ions with the total composition C5H14, computed with ωB97M-V/def2-TZVPD.

XYZ file:
```
19
Properties=species:S:1:pos:R:3
C -0.67923 0.63429 2.37352
C 0.48009 0.02612 1.58840
C 1.07953 -1.18455 2.29649
H -0.46791 0.71406 3.44279
H -0.94216 1.64746 2.06570
H -1.57111 0.02334 2.29982
H 0.05946 -0.31173 0.63198
H 1.27233 0.73358 1.34766
H 0.32076 -1.95984 2.48256
H 1.88115 -1.64814 1.71900
H 1.43582 -0.93207 3.29978
C -0.31350 -0.37708 -2.57313
C -0.39851 0.93605 -3.34885
H -1.30538 -0.77739 -2.35676
H 0.28734 -1.12032 -3.08375
H 0.12780 -0.25075 -1.58520
H 0.23489 1.70724 -2.91396
H -1.40481 1.34235 -3.30248
H -0.09655 0.79737 -4.38359
```

## Properties
Relative energy (zero: lowest compared OMol25 entry of this formula, charge and spin), eV: 0.191
LUMO level, Ha: 0.0400
DFT total energy, eV: -5411.859
Charge: 0
SMILES string: CCC.CC
Orbital gap, eV: 12.43
Largest force on an atom, eV Å⁻¹: 0.7


(2)
2 unconnected molecules or ions with the total composition C5H14 in a non-equilibrium geometry, computed with ωB97M-V/def2-TZVPD.

XYZ file:
```
19
Properties=species:S:1:pos:R:3
C 0.56972 -0.04127 -1.51505
C 0.19424 -1.43488 -1.94148
C -0.91359 -2.02840 -1.10409
H 0.51672 -0.01193 -0.40923
H -0.26047 0.66930 -1.62462
H 1.48764 0.39123 -1.87958
H 0.00395 -1.53292 -3.02656
H 1.09063 -2.08620 -1.96072
H -1.76590 -1.35433 -0.98810
H -1.17301 -3.05134 -1.39239
H -0.53406 -2.23532 -0.09281
C -0.38528 2.05044 1.62028
C 0.53093 1.30329 2.69829
H -0.49975 3.07204 1.95656
H -0.02879 1.83859 0.62086
H -1.31087 1.44283 1.57102
H 0.82710 2.14861 3.31563
H 0.14358 0.50852 3.32550
H 1.38562 1.03134 2.07654
```

## Properties
Relative energy (zero: lowest compared OMol25 entry of this formula, charge and spin), eV: 0.990
LUMO level, Ha: 0.0405
DFT total energy, eV: -5411.060
Charge: 0
SMILES string: CCC.CC
Orbital gap, eV: 11.97
Largest force on an atom, eV Å⁻¹: 3.3